Density functional theory data (ωB97M-V/def2-TZVPD) for CHN3O3 as an isolated structure.

lowest unoccupied orbital energy: 0.1526 eV
HOMO energy: -9.57 eV
energy relative to the best compared isomer or geometry (same formula, charge and spin): 332.24 kJ/mol

The geometry in ORCA input format:
```
! wB97M-V def2-TZVPD RIJCOSX def2/J DEFGRID3
* xyz 0 1
C 0.3601 -0.3095 0.0405
H 2.5738 -0.2643 -1.7478
N 1.1356 -0.7365 -0.8217
N -1.6325 -0.0482 1.2339
N -1.1999 0.9696 0.6877
O 1.4312 0.1822 -1.7190
O -0.4029 -0.9949 0.9360
O -0.1354 0.9161 0.0087
*
```

=====

Density functional theory data (ωB97M-V/def2-TZVPD) for one molecule with the formula CHNO2S.

lowest unoccupied orbital energy: 0.0914 eV
HOMO energy: -9.76 eV
energy relative to the best compared isomer or geometry (same formula, charge and spin): 259.64 kJ/mol
SMILES: O=C=NOS

The geometry in ORCA input format:
```
! wB97M-V def2-TZVPD RIJCOSX def2/J DEFGRID3
* xyz 0 1
C -1.5836 0.6994 0.0706
N -0.5682 0.0246 0.0560
O -2.5892 1.3097 0.0978
O 0.6220 -0.0214 -0.5386
S 1.8668 -0.4845 0.4011
H 2.2522 -1.5278 -0.0870
*
```

=====

Density functional theory data (ωB97M-V/def2-TZVPD) for C39H45AsIN5O3Ti as an isolated structure.

lowest unoccupied orbital energy: -0.2975 eV
HOMO energy: -6.09 eV
energy relative to the best compared isomer or geometry (same formula, charge and spin): 90.37 kJ/mol

The geometry in ORCA input format:
```
! wB97M-V def2-TZVPD RIJCOSX def2/J DEFGRID3
* xyz 0 1
Ti -1.2471 -0.3023 0.4311
C -2.6101 -2.8814 1.7582
N -1.2276 -2.3965 1.5279
C -0.5092 -3.4102 0.7232
C -0.5399 -2.2540 2.8135
C -0.4160 -3.3089 3.7013
C 0.2360 -3.1363 4.9131
C 0.7558 -1.8865 5.2216
C 0.6340 -0.8265 4.3423
C -0.0217 -0.9888 3.1093
N -0.2645 0.0081 2.1982
C 0.5060 1.1784 2.2149
C 1.8953 1.1575 2.3535
C 2.6435 2.3257 2.3330
C 2.0077 3.5434 2.1453
C 0.6313 3.5794 1.9636
C -0.1301 2.4144 1.9862
N -1.5218 2.3962 1.7360
C -2.3310 2.1560 2.9299
C -2.0433 3.5019 0.9558
H -2.5972 -3.9242 2.0863
H -3.0579 -2.2749 2.5396
H -3.1982 -2.7980 0.8483
H -0.4026 -4.3398 1.2870
H -1.0629 -3.6152 -0.1879
H 0.4774 -3.0238 0.4760
H -0.8351 -4.2764 3.4538
H 0.3289 -3.9619 5.6051
H 1.2565 -1.7303 6.1691
H 1.0297 0.1438 4.6098
H 2.3867 0.2003 2.4770
H 3.7192 2.2791 2.4483
H 2.5772 4.4645 2.1362
H 0.1359 4.5291 1.8070
H -2.2957 3.0202 3.6084
H -3.3642 1.9787 2.6368
H -1.9678 1.2748 3.4538
H -3.0425 3.2336 0.6109
H -1.4066 3.6714 0.0868
H -2.1142 4.4368 1.5322
N -2.1672 1.7995 -3.0024
C -1.9299 0.8652 -2.0810
O -1.4493 1.2120 -0.9713
C -2.2858 -0.5415 -2.3606
C -1.9033 -1.4966 -1.2244
H -2.0114 2.7672 -2.7731
H -2.6635 1.5591 -3.8432
H -1.8507 -0.8103 -3.3310
H -3.3851 -0.5672 -2.5087
H -1.1053 -2.1534 -1.5683
H -2.7871 -2.0979 -1.0068
O 0.6733 -0.5818 -0.3359
As 1.6466 -0.1886 -1.6288
C 1.4148 -1.5463 -2.9736
C 1.1924 -1.3580 -4.3319
C 0.9835 -2.4559 -5.1551
C 0.9980 -3.7379 -4.6287
C 1.2399 -3.9293 -3.2752
C 1.4473 -2.8375 -2.4502
C 1.4398 1.6412 -2.1585
C 1.0800 2.0820 -3.4262
C 0.9457 3.4425 -3.6671
C 1.1479 4.3535 -2.6411
C 1.4866 3.9083 -1.3697
C 1.6348 2.5536 -1.1243
C 3.4303 -0.3406 -0.9386
C 3.6552 -1.2153 0.1172
C 4.9358 -1.3486 0.6315
C 5.9795 -0.6055 0.0962
C 5.7481 0.2741 -0.9527
C 4.4695 0.4086 -1.4743
H 1.1888 -0.3750 -4.7761
H 0.8031 -2.3037 -6.2108
H 0.8202 -4.5889 -5.2723
H 1.2554 -4.9277 -2.8592
H 1.6211 -2.9933 -1.3931
H 0.8923 1.3912 -4.2324
H 0.6780 3.7859 -4.6578
H 1.0391 5.4135 -2.8312
H 1.6332 4.6094 -0.5596
H 1.8954 2.2169 -0.1262
H 2.8270 -1.7579 0.5588
H 5.1164 -2.0244 1.4570
H 6.9766 -0.7062 0.5042
H 6.5605 0.8607 -1.3605
H 4.2882 1.1037 -2.2862
N -5.0799 -0.2179 1.7949
C -4.2269 0.3174 0.8207
O -2.9539 -0.0889 0.9641
C -4.6481 1.1196 -0.1541
I -5.3267 -1.5097 -2.6003
H -4.6994 -1.0502 2.2149
H -6.0102 -0.3857 1.4397
H -3.9775 1.5431 -0.8805
H -5.6971 1.3558 -0.2388
*
```

=====

> Look up the lowest unoccupied orbital energy of the third one.

-0.2975 eV